This record from the Open Molecules 2025 dataset describes a cluster of 3 separate species, C5H11NO in total. The level of theory is ωB97M-V/def2-TZVPD.

Geometry (Å):
C: 0.400 0.214 2.245
C: -0.355 -0.548 1.199
N: -1.465 -0.130 0.736
C: -2.043 -0.902 -0.289
O: -2.137 -2.106 -0.300
H: 1.479 0.123 2.086
H: 0.112 1.266 2.228
H: 0.179 -0.188 3.240
H: 0.105 -1.471 0.819
H: -2.427 -0.256 -1.100
H: -0.751 2.367 -0.782
H: -1.032 1.903 -0.272
C: 0.937 0.278 -2.070
C: 1.708 -0.370 -1.200
H: 0.309 -0.251 -2.790
H: 0.898 1.366 -2.097
H: 1.751 -1.459 -1.171
H: 2.331 0.164 -0.480

Computed properties:
* HOMO-LUMO gap: 10.422 eV
* structure (SMILES): C/C=N/C=O.[H][H].C=C
* E_tot: -8898.4441 eV
* net charge: 0
* highest occupied orbital energy: -0.366 Eh